# 1
Molecular formula: C10H8FNO2
Method: DFT, wB97M-V/def2-TZVPD

Summary:
energy above the lowest of the compared OMol25 structures with the same formula, charge and spin = 1.5 kcal/mol
E_tot = -690.85108 Ha
E_HOMO = -8.229 eV
HOMO-LUMO gap = 8.60 eV
lowest unoccupied orbital energy = 0.4 eV
SMILES = O=C1NC=CO[C@@]12C=CC=C/C2=C\F

```
! RIJCOSX wB97M-V def2-TZVPD def2/J DEFGRID3
* xyz 0 1
C 2.39 -1.29 -0.61
C -0.29 0.59 2.32
H -3.14 1.96 -0.81
C -1.94 1.29 0.73
C 2.50 0.00 -0.43
H -2.43 1.93 1.30
H 3.24 -1.90 -0.97
O 1.42 0.77 0.04
C -1.58 0.65 -1.72
N 1.25 -2.07 -0.27
O -0.93 -1.95 0.43
H 1.40 -3.05 -0.29
C -2.33 1.31 -0.55
C -0.41 0.13 -1.37
H 0.54 0.13 2.79
C 0.14 -1.45 0.14
F -0.95 1.10 3.36
H -2.12 0.67 -2.62
C -0.67 0.73 1.08
H 3.39 0.59 -0.61
H 0.33 -0.27 -1.99
C 0.19 0.12 0.06
*
```

Results of the Löwdin charge analysis, in e, for atoms 1 through 8: -0.09 -0.05 0.09 -0.01 -0.08 0.07 0.13 0.01

=====

# 2
Molecular formula: C10H8N2Se
Method: DFT, wB97M-V/def2-TZVPD

Summary:
energy above the lowest of the compared OMol25 structures with the same formula, charge and spin = 12.2 kcal/mol
E_tot = -2896.69922 Ha
E_HOMO = -9.445 eV
HOMO-LUMO gap = 8.33 eV
lowest unoccupied orbital energy = -1.1 eV
SMILES = CC(C#N)(C#N)[Se]c1ccccc1

```
! RIJCOSX wB97M-V def2-TZVPD def2/J DEFGRID3
* xyz 0 1
H 1.87 0.91 -2.66
N -2.22 2.20 -1.65
N -5.44 0.22 0.16
C 0.63 -1.37 0.07
H 3.46 0.01 -0.85
C -0.30 -0.94 -0.94
C 1.94 -1.09 0.04
Se -2.12 -1.48 -0.89
H -0.59 0.21 -2.74
C -2.53 1.36 -0.92
H 0.22 -1.98 0.73
C -4.27 0.24 0.15
H -2.36 -0.42 1.85
H 2.82 -1.54 0.56
H -2.97 1.23 1.93
C -2.86 0.43 0.09
C 1.49 0.34 -1.89
C 2.40 -0.21 -0.93
C 0.22 -0.06 -1.89
H -1.21 0.82 1.34
C -2.24 0.53 1.45
*
```

Results of the Löwdin charge analysis, in e, for atoms 1 through 8: 0.08 0.21 0.20 -0.12 0.10 -0.57 -0.10 1.06

=====

# 3
Molecular formula: C10H8NO9P2V
Method: DFT, wB97M-V/def2-TZVPD

Summary:
energy above the lowest of the compared OMol25 structures with the same formula, charge and spin = 0.0 kcal/mol
E_tot = -2744.63099 Ha
E_HOMO (alpha / beta) = -13.061 / -13.110 eV
HOMO-LUMO gap (alpha / beta) = 6.71 / 7.37 eV
lowest unoccupied orbital energy (alpha / beta) = -6.4 / -5.7 eV

```
! RIJCOSX wB97M-V def2-TZVPD def2/J DEFGRID3
* xyz 1 2
C 2.49 -1.57 -3.80
H 1.02 -0.44 -4.92
P 2.24 1.45 2.32
C 0.93 -0.11 -2.81
C 2.41 -1.23 -1.39
P -0.60 0.74 2.24
H 2.94 -2.05 -4.66
H 5.32 -3.75 -0.91
H 4.49 -3.27 -3.19
O 0.82 0.98 2.93
O 2.29 2.98 2.63
O -0.43 1.38 -1.59
H 4.28 -2.64 1.04
O 1.94 1.48 0.73
H 2.45 -1.07 0.78
N 1.40 -0.34 -1.59
C -0.21 0.87 -2.86
O -0.85 1.17 -3.80
C 2.99 -1.87 -2.52
O -0.68 2.07 1.28
C 1.45 -0.69 -3.96
H 2.92 3.24 3.31
V 0.55 0.90 -0.19
C 2.89 -1.53 -0.10
C 4.50 -3.05 -1.06
O 3.34 0.59 2.70
O -0.23 -0.21 1.02
O -1.70 0.46 3.13
C 3.91 -2.42 0.05
C 4.05 -2.79 -2.32
H -1.44 2.67 1.37
*
```

Results of the Löwdin charge analysis, in e, for atoms 1 through 8: 0.06 0.14 0.32 -0.15 -0.15 0.34 0.14 0.12

=====

# 4
Molecular formula: C10H8OS2
Method: DFT, wB97M-V/def2-TZVPD

Summary:
energy above the lowest of the compared OMol25 structures with the same formula, charge and spin = 39.2 kcal/mol
E_tot = -1257.37534 Ha
E_HOMO = -8.032 eV
HOMO-LUMO gap = 8.57 eV
lowest unoccupied orbital energy = 0.5 eV
SMILES = CC1=C2SC=C[C@]23SC=C[C@H]1C3=O

```
! RIJCOSX wB97M-V def2-TZVPD def2/J DEFGRID3
* xyz 0 1
H -1.43 -0.55 -2.02
H 2.27 2.60 -0.28
H -1.07 -2.78 0.84
C -0.30 -2.53 0.05
C -0.12 -1.13 -0.14
C -2.08 0.23 -0.11
H 3.85 0.85 0.68
C 1.98 1.63 0.07
H -2.98 -0.48 0.04
H 0.65 -2.98 0.41
H -2.77 1.63 1.27
C -0.15 0.97 -1.24
O 0.16 1.62 -2.19
C 2.82 0.81 0.69
H -0.65 -3.26 -0.78
C 0.69 -0.32 0.49
C -0.97 -0.27 -1.02
C -2.03 1.25 0.72
C 0.60 1.11 0.07
S 2.14 -0.62 1.40
S -0.58 2.21 1.05
*
```

Results of the Löwdin charge analysis, in e, for atoms 1 through 8: 0.18 0.12 0.11 -0.06 -0.29 -0.12 0.05 -0.13

=====

# 5
Molecular formula: C10H9Br2NOW
Method: DFT, wB97M-V/def2-TZVPD

Summary:
E_tot = -5730.72633 Ha
E_HOMO (alpha / beta) = -15.792 / -15.820 eV
HOMO-LUMO gap (alpha / beta) = 5.27 / 5.01 eV
lowest unoccupied orbital energy (alpha / beta) = -10.5 / -10.8 eV

```
! RIJCOSX wB97M-V def2-TZVPD def2/J DEFGRID3
* xyz 2 3
Br 1.11 -4.58 1.72
C -0.70 1.83 3.81
C 0.62 -2.94 2.58
O 0.50 -1.79 0.44
H 0.36 0.59 -2.58
H -0.78 2.63 1.79
C 0.66 -0.29 -1.98
C -0.60 1.77 2.41
H 0.69 -3.82 4.55
H -1.66 0.26 -0.66
H -0.54 0.75 5.65
H 0.18 -1.19 -2.42
H -1.30 1.02 -0.73
C 0.39 -1.79 1.83
C 0.01 -0.57 2.56
C 0.15 -1.74 4.67
H 1.76 -0.39 -2.04
Br 0.03 -1.82 6.58
C -0.10 -0.55 3.96
H -0.97 2.76 4.29
N -0.26 0.58 1.86
C -0.45 0.67 4.58
C 0.50 -2.91 3.98
W 0.00 0.00 0.00
*
```

Results of the Löwdin charge analysis, in e, for atoms 1 through 8: 0.91 0.03 -0.55 -0.20 0.03 0.14 -0.26 -0.03

=====

# 6
Molecular formula: C10H9BrO2
Method: DFT, wB97M-V/def2-TZVPD

Summary:
energy above the lowest of the compared OMol25 structures with the same formula, charge and spin = 75.8 kcal/mol
E_tot = -3110.80985 Ha
E_HOMO (alpha / beta) = -6.858 / -6.837 eV
HOMO-LUMO gap (alpha / beta) = 6.34 / 6.40 eV
lowest unoccupied orbital energy (alpha / beta) = -0.5 / -0.4 eV
SMILES = O/C=C/C=c1/cccc/c1=C(\O)Br

```
! RIJCOSX wB97M-V def2-TZVPD def2/J DEFGRID3
* xyz 0 1
H -1.76 -2.65 -1.15
C -0.46 -0.92 -1.13
H -1.00 2.33 2.10
H 1.66 0.09 -2.36
H -1.54 -1.47 1.62
C -0.13 1.09 0.37
Br -2.96 0.86 -0.45
C 0.23 0.24 -0.76
C -1.62 -2.13 0.75
H 3.45 1.70 -1.15
C 0.96 1.75 1.13
H -0.32 -1.14 -2.21
C 2.15 1.80 0.53
C -1.50 1.24 0.64
C -1.34 -1.84 -0.55
H 0.92 2.10 2.14
H 3.00 2.23 1.05
C 1.45 0.65 -1.46
C 2.46 1.43 -0.77
O -1.78 2.09 1.63
O -2.44 -3.09 1.24
H -2.49 -3.73 0.56
*
```

Results of the Löwdin charge analysis, in e, for atoms 1 through 8: 0.11 -0.12 0.06 0.10 0.13 -0.18 0.92 -0.22

=====

# 7
Molecular formula: C10H9Cl2HgNO3
Method: DFT, wB97M-V/def2-TZVPD

Summary:
energy above the lowest of the compared OMol25 structures with the same formula, charge and spin = 9.4 kcal/mol
E_tot = -1740.79167 Ha
E_HOMO (alpha / beta) = -1.757 / -3.880 eV
HOMO-LUMO gap (alpha / beta) = 4.65 / 6.77 eV
lowest unoccupied orbital energy (alpha / beta) = 2.9 / 2.9 eV

```
! RIJCOSX wB97M-V def2-TZVPD def2/J DEFGRID3
* xyz -1 2
Cl 0.39 -0.60 3.36
C -0.49 0.78 2.72
H 1.21 -4.71 -1.65
O -0.31 -2.16 -2.71
H -1.79 3.45 -0.73
Hg 0.77 0.50 -1.65
C 1.91 -2.24 -1.76
C -1.88 2.95 1.77
H -0.40 -4.60 -2.29
H -1.23 1.33 4.67
C -1.18 2.57 -0.51
C -0.41 1.00 1.34
O 0.26 0.22 0.57
C -1.14 2.17 0.83
H 2.70 -2.96 -2.02
O -0.61 2.07 -1.58
H 3.20 -0.54 -1.97
Cl -2.84 3.66 4.20
C 0.60 -2.81 -2.24
H 1.85 -2.20 -0.67
H -2.43 3.81 1.40
C -1.90 2.65 3.10
C 2.21 -0.85 -2.32
N 0.48 -4.17 -2.08
C -1.21 1.56 3.62
H 2.23 -0.86 -3.41
*
```

Results of the Löwdin charge analysis, in e, for atoms 1 through 8: 0.60 -0.61 0.09 0.02 0.10 1.26 -0.25 -0.11

=====

# 8
Molecular formula: C10H9Cl2O2S
Method: DFT, wB97M-V/def2-TZVPD

Summary:
energy above the lowest of the compared OMol25 structures with the same formula, charge and spin = 7.6 kcal/mol
E_tot = -1855.44383 Ha
E_HOMO = -4.288 eV
HOMO-LUMO gap = 6.70 eV
lowest unoccupied orbital energy = 2.4 eV
SMILES = CSC(=C\C=C(Cl)/C=C/Cl)/C=C/C(=O)[O-]

```
! RIJCOSX wB97M-V def2-TZVPD def2/J DEFGRID3
* xyz -1 1
H 2.90 -2.38 0.80
H -1.88 0.09 -2.20
C 3.07 -0.19 0.36
H -1.66 1.23 0.12
Cl 1.47 3.24 1.54
C -1.32 -0.61 0.87
C 2.65 1.10 0.74
C 1.47 1.58 1.22
O -3.92 1.56 1.70
C 1.02 -1.38 1.02
O -4.13 -0.15 0.14
C -2.12 0.45 0.66
H -1.56 -1.53 1.37
S 0.42 0.33 -1.11
H 0.61 0.96 1.35
C -0.84 -0.19 -2.39
C -3.59 0.68 0.96
H 0.62 -1.97 1.88
H -0.39 0.27 -3.16
C 2.42 -1.33 0.68
H -0.88 -1.26 -2.43
Cl 4.72 -0.20 -0.18
H 3.55 1.84 0.45
C 0.04 -0.68 0.38
*
```

Results of the Löwdin charge analysis, in e, for atoms 1 through 8: 0.13 0.05 -0.75 0.07 0.65 -0.14 -0.31 -0.65

=====

# 9
Molecular formula: C10H9ClN4O2
Method: DFT, wB97M-V/def2-TZVPD

Summary:
energy above the lowest of the compared OMol25 structures with the same formula, charge and spin = 15.7 kcal/mol
E_tot = -1216.11697 Ha
E_HOMO = -7.585 eV
HOMO-LUMO gap = 7.76 eV
lowest unoccupied orbital energy = 0.2 eV
SMILES = Oc1c2c(c(O)n1-c1nnc[nH]1)CC(Cl)=CC2

```
! RIJCOSX wB97M-V def2-TZVPD def2/J DEFGRID3
* xyz 0 1
H -3.29 -2.33 -2.46
C 0.81 0.25 -0.47
C -0.12 0.12 1.60
H 1.39 1.22 3.82
H -1.02 -1.00 -2.32
C -1.27 -1.04 -0.25
C 3.33 2.52 1.34
O -1.11 -0.06 2.53
C 2.74 2.47 2.62
Cl 4.87 3.29 1.22
C 1.38 1.83 2.89
H 3.24 2.92 3.46
C 2.73 1.95 0.09
C 0.95 0.95 1.69
H 3.49 1.41 -0.52
H 2.30 2.76 -0.52
H 0.64 2.59 3.07
N -1.62 -1.25 -1.54
O 0.99 0.20 -1.82
N -2.18 -1.62 0.49
N -0.18 -0.33 0.29
N -3.10 -2.25 -0.31
H 1.74 0.77 -2.11
C 1.56 1.02 0.38
H -1.76 -0.70 2.15
C -2.77 -1.95 -1.56
*
```

Results of the Löwdin charge analysis, in e, for atoms 1 through 8: 0.13 -0.26 -0.26 0.12 0.15 -0.27 -0.67 0.07

=====

# 10
Molecular formula: C10H9ClO2
Method: DFT, wB97M-V/def2-TZVPD

Summary:
E_tot = -996.93770 Ha
E_HOMO (alpha / beta) = -5.980 / -8.704 eV
HOMO-LUMO gap (alpha / beta) = 6.79 / 7.08 eV
lowest unoccupied orbital energy (alpha / beta) = 0.8 / -1.6 eV

```
! RIJCOSX wB97M-V def2-TZVPD def2/J DEFGRID3
* xyz 0 3
H 2.13 1.38 -3.33
O -0.88 1.19 1.85
C 1.09 -0.10 0.24
C 2.40 1.28 -2.28
H 0.62 2.13 2.70
H 2.49 0.85 1.47
C -1.22 0.26 1.00
H 2.92 0.27 -2.16
O 1.33 1.49 -1.47
C -0.80 -1.48 -0.61
C -2.04 -2.04 -0.36
H -2.22 -3.06 -0.58
Cl 2.32 -1.12 -0.29
C 0.44 1.44 1.94
H -3.28 0.39 1.61
C -0.28 -0.41 0.17
C -3.01 -1.37 0.50
C -2.59 -0.17 1.04
C 1.46 0.80 1.24
H 3.15 2.03 -2.25
H -3.85 -1.76 0.90
H -0.19 -2.03 -1.34
*
```

Results of the Löwdin charge analysis, in e, for atoms 1 through 8: 0.10 0.07 -0.70 -0.23 0.11 0.10 -0.21 0.05

=====

# 11
Molecular formula: C10H9F3N2
Method: DFT, wB97M-V/def2-TZVPD

Summary:
energy above the lowest of the compared OMol25 structures with the same formula, charge and spin = 29.3 kcal/mol
E_tot = -795.43720 Ha
E_HOMO (alpha / beta) = -7.696 / -7.694 eV
HOMO-LUMO gap (alpha / beta) = 7.76 / 7.76 eV
lowest unoccupied orbital energy (alpha / beta) = 0.1 / 0.1 eV

```
! RIJCOSX wB97M-V def2-TZVPD def2/J DEFGRID3
* xyz 0 1
H 4.33 0.60 0.31
C -1.71 0.32 0.24
H 2.18 1.21 1.42
F -2.70 1.87 -1.20
C -3.07 -1.62 0.93
F 1.22 -1.51 -0.32
C 1.84 1.63 0.43
C -4.05 -1.12 0.02
C 1.21 -0.35 -0.96
C -2.86 0.69 -0.49
C 3.54 -0.09 -0.06
H 2.71 1.00 -1.71
C -0.37 0.90 0.17
F 0.88 -0.63 -2.21
N -3.96 0.01 -0.60
C 2.34 0.60 -0.70
H 3.94 -0.80 -0.74
H -4.86 -1.71 -0.29
H 2.98 -0.57 0.83
H 2.13 2.66 0.29
H -0.93 -1.39 1.45
N 0.42 1.68 0.65
H -3.33 -2.49 1.55
C -1.88 -0.91 0.99
*
```

Results of the Löwdin charge analysis, in e, for atoms 1 through 8: 0.09 -0.09 0.13 0.06 -0.04 0.08 -0.15 -0.14

=====

# 12
Molecular formula: C10H9F6N4OPdS2Se4
Method: DFT, wB97M-V/def2-TZVPD

Summary:
E_tot = -11809.73830 Ha
E_HOMO (alpha / beta) = -11.197 / -11.196 eV
HOMO-LUMO gap (alpha / beta) = 6.81 / 5.70 eV
lowest unoccupied orbital energy (alpha / beta) = -4.4 / -5.5 eV

```
! RIJCOSX wB97M-V def2-TZVPD def2/J DEFGRID3
* xyz 1 5
C 0.91 3.96 0.35
N 0.24 2.91 -0.07
N 2.13 3.91 0.90
F 2.10 -4.15 1.47
H -0.99 -3.90 1.73
S 0.09 5.47 0.12
Se 2.41 0.77 3.19
H 2.59 4.73 1.24
F -0.17 -3.36 -1.92
H 2.57 3.02 1.03
O -0.26 -1.71 0.45
F 1.07 -2.60 2.56
H -0.99 -1.63 -0.22
F 1.67 -4.23 -1.21
C -1.87 2.25 -1.08
H -2.12 5.14 -0.92
Se 0.33 0.75 2.52
C 0.87 -3.17 -1.10
F 1.53 -2.10 -1.55
C 1.52 -2.96 1.35
Se 4.12 0.70 1.19
N -1.53 0.99 -0.89
C -0.62 -4.09 0.72
C -0.98 3.29 -0.59
C -2.48 0.12 -1.37
C 0.35 -2.97 0.35
C -1.24 4.62 -0.58
F 2.47 -2.07 1.01
H -0.14 -5.06 0.70
N -2.36 -1.15 -1.23
H -3.13 -1.67 -1.64
H -3.53 3.41 -2.01
H -1.46 -4.09 0.03
Pd 0.70 0.65 0.09
S -3.83 0.99 -2.12
C -3.09 2.46 -1.75
Se 3.12 0.77 -0.76
*
```

Results of the Löwdin charge analysis, in e, for atoms 1 through 8: -0.68 -0.01 0.13 0.19 0.11 1.11 0.12 0.12

=====

E_tot of number 3 (C10H8NO9P2V)?
-2744.63099 Ha